Record 1
{"formula": "C5H8O", "method": "ωB97M-V with the def2-TZVPD basis set", "elements": ["C", "C", "C", "C", "C", "O", "H", "H", "H", "H", "H", "H", "H", "H"], "coordinates": [[1.635, -1.682, -0.395], [1.212, -0.730, 0.714], [0.284, 0.171, 0.068], [-0.551, 0.920, -0.372], [-1.658, 1.820, -0.011], [-2.929, 1.300, -0.357], [2.054, -1.084, -1.213], [2.353, -2.411, -0.030], [0.732, -2.167, -0.785], [0.692, -1.233, 1.548], [2.044, -0.152, 1.143], [-1.531, 2.828, -0.425], [-1.564, 1.850, 1.083], [-2.772, 0.569, -0.966]], "forces_ev_per_a": [[0.18, -0.23, -0.03], [-0.02, 0.06, -0.15], [-0.46, 0.73, 0.24], [0.24, -0.18, 0.84], [0.10, 0.23, -0.10], [-0.05, -0.11, -0.21], [0.12, -0.32, 0.16], [0.06, -0.18, -0.21], [0.36, -0.13, 0.09], [0.25, 0.07, -0.36], [-0.11, -0.27, -0.19], [-0.06, -0.17, 0.07], [-0.43, 0.40, -0.22], [-0.17, 0.11, 0.09]], "lowdin_charge": [-0.117, -0.256, -0.070, 0.002, -0.279, -0.067, 0.082, 0.069, 0.082, 0.124, 0.119, 0.112, 0.120, 0.080], "e_lumo_ha": 0.0337, "gap_ev": 10.397, "energy_ha": -270.45941, "e_above_lowest_kcal_mol": 61.80, "smiles": "CCC#CCO"}

Record 2
{"formula": "C43H68ClNO25S", "method": "ωB97M-V with the def2-TZVPD basis set", "elements": ["C", "C", "C", "C", "O", "C", "C", "C", "C", "C", "Cl", "C", "O", "N", "C", "S", "C", "C", "O", "C", "C", "O", "H", "H", "H", "H", "H", "H", "H", "H", "H", "H", "H", "H", "H", "H", "H", "H", "H", "H", "H", "H", "H", "H", "H", "H", "H", "H", "C", "C", "C", "O", "C", "O", "O", "H", "H", "H", "H", "H", "H", "C", "C", "C", "O", "C", "O", "O", "H", "H", "H", "H", "H", "H", "C", "C", "C", "O", "C", "O", "O", "H", "H", "H", "H", "H", "H", "C", "C", "C", "O", "C", "O", "O", "H", "H", "H", "H", "H", "H", "C", "C", "C", "O", "C", "O", "O", "H", "H", "H", "H", "H", "H", "C", "C", "C", "O", "C", "O", "O", "H", "H", "H", "H", "H", "H", "C", "C", "C", "O", "C", "O", "O", "H", "H", "H", "H", "H", "H"], "coordinates": [[6.057, 0.263, 0.638], [6.466, 1.271, -0.572], [5.394, 2.467, -0.763], [4.398, 2.202, -2.007], [3.297, 1.414, -1.473], [2.584, 0.811, -2.564], [1.124, 0.185, -2.268], [-0.039, 1.151, -1.739], [-0.584, 0.635, -0.293], [-2.011, -0.113, -0.407], [-2.703, -0.556, 1.257], [0.929, -0.528, -3.719], [0.047, -0.324, -4.568], [2.114, -1.429, -3.742], [3.233, -0.525, -3.263], [4.257, -0.309, -4.798], [3.966, -1.338, -2.056], [4.639, -2.710, -2.535], [4.739, -3.732, -1.512], [3.468, -4.137, -1.025], [2.385, -4.991, -1.821], [3.162, -3.784, 0.148], [4.976, 0.508, 0.956], [6.783, 0.406, 1.520], [6.155, -0.823, 0.271], [7.523, 1.664, -0.330], [6.591, 0.693, -1.564], [5.988, 3.434, -0.966], [4.791, 2.650, 0.197], [4.023, 3.237, -2.348], [4.951, 1.679, -2.865], [2.490, 1.519, -3.463], [1.139, -0.704, -1.552], [-0.952, 1.065, -2.444], [0.239, 2.256, -1.733], [-0.713, 1.533, 0.415], [0.172, -0.058, 0.231], [-2.753, 0.615, -0.889], [-1.964, -1.052, -1.073], [2.007, -2.282, -3.161], [5.576, -0.158, -4.342], [3.184, -1.441, -1.235], [4.802, -0.668, -1.645], [4.155, -3.086, -3.517], [5.723, -2.452, -2.833], [1.570, -4.286, -2.217], [2.797, -5.611, -2.682], [1.866, -5.671, -1.050], [7.659, -0.255, 5.458], [8.102, 1.077, 4.872], [8.000, 2.232, 5.827], [7.822, 3.338, 4.951], [7.208, 2.853, 3.836], [6.711, 3.533, 2.985], [7.231, 1.490, 3.818], [7.533, -0.203, 6.543], [6.727, -0.605, 5.011], [8.420, -1.017, 5.270], [9.112, 0.993, 4.456], [8.901, 2.355, 6.430], [7.131, 2.174, 6.490], [3.660, 5.510, 2.886], [2.811, 4.316, 2.479], [2.189, 4.439, 1.118], [1.028, 3.627, 1.236], [0.668, 3.656, 2.550], [-0.380, 3.265, 2.974], [1.659, 4.194, 3.317], [3.855, 6.179, 2.044], [3.195, 6.084, 3.690], [4.634, 5.170, 3.245], [3.388, 3.390, 2.571], [2.844, 4.068, 0.327], [1.874, 5.458, 0.872], [5.702, -6.480, -2.929], [5.619, -7.987, -3.119], [6.916, -8.627, -3.524], [6.479, -9.780, -4.233], [5.262, -9.470, -4.762], [4.700, -10.119, -5.594], [4.771, -8.320, -4.218], [6.736, -6.125, -2.913], [5.157, -5.940, -3.707], [5.264, -6.200, -1.968], [5.204, -8.461, -2.223], [7.527, -8.909, -2.664], [7.514, -8.011, -4.202], [-7.496, 0.297, -2.188], [-6.165, 0.808, -1.659], [-6.282, 1.994, -0.748], [-5.026, 2.638, -0.923], [-4.606, 2.332, -2.178], [-3.698, 2.875, -2.738], [-5.355, 1.328, -2.716], [-8.344, 0.742, -1.660], [-7.609, 0.488, -3.258], [-7.568, -0.783, -2.038], [-5.608, -0.006, -1.183], [-6.428, 1.706, 0.291], [-7.072, 2.693, -1.039], [-7.096, -1.576, 4.145], [-6.666, -0.250, 3.539], [-6.721, 0.907, 4.496], [-6.925, 2.013, 3.626], [-7.585, 1.531, 2.537], [-8.108, 2.215, 1.704], [-7.574, 0.169, 2.519], [-7.178, -1.521, 5.234], [-8.048, -1.921, 3.738], [-6.350, -2.345, 3.929], [-5.675, -0.343, 3.083], [-5.796, 1.022, 5.062], [-7.564, 0.856, 5.193], [-2.621, 1.941, -6.182], [-2.173, 3.263, -6.785], [-2.243, 4.421, -5.835], [-2.422, 5.528, -6.712], [-3.063, 5.045, -7.814], [-3.567, 5.728, -8.658], [-3.058, 3.681, -7.826], [-2.726, 2.002, -5.095], [-3.566, 1.598, -6.608], [-1.873, 1.170, -6.379], [-1.173, 3.164, -7.219], [-1.328, 4.534, -5.251], [-3.099, 4.377, -5.155], [-10.223, -0.037, 7.668], [-10.950, -0.749, 6.537], [-11.779, -1.920, 6.981], [-11.793, -2.742, 5.822], [-10.638, -2.483, 5.149], [-10.214, -3.146, 4.249], [-10.024, -1.368, 5.641], [-10.581, -0.357, 8.650], [-9.144, -0.192, 7.619], [-10.403, 1.039, 7.608], [-11.545, -0.035, 5.959], [-12.792, -1.628, 7.263], [-11.329, -2.487, 7.802]], "forces_ev_per_a": [[0.28, 0.23, -0.56], [0.13, -0.25, 0.54], [0.80, 0.02, -0.73], [1.01, 1.17, 1.40], [-0.17, -0.69, -2.12], [-1.15, -1.16, -1.59], [-0.69, 0.96, -0.52], [-0.93, -0.77, -0.13], [-0.15, 0.37, 0.65], [0.51, 0.77, -1.09], [0.60, 0.23, -1.29], [-1.78, 0.64, 0.45], [3.38, -1.16, 2.86], [-0.58, 1.57, -0.82], [0.87, -1.93, 2.61], [0.86, 0.12, 0.53], [0.68, 0.80, -0.49], [0.51, 1.10, -1.56], [-2.26, -0.12, -0.29], [-1.22, 1.27, 3.84], [0.21, 0.06, -0.01], [1.30, -1.45, -4.38], [1.74, -0.69, -0.38], [-1.35, -0.19, -1.31], [-0.36, 1.56, 0.74], [-1.76, -0.31, -0.45], [-0.34, 0.89, 1.47], [-1.01, -1.39, 0.19], [0.83, -0.41, -1.42], [0.27, -1.63, 0.20], [-0.88, 0.71, 1.24], [-0.08, -0.41, 1.49], [0.42, 1.19, -0.87], [1.55, 0.18, 0.79], [-0.17, -1.59, 0.20], [0.09, -1.36, -1.09], [-1.11, 0.98, -0.89], [1.02, -1.09, 0.83], [-0.06, 1.33, 1.30], [-0.06, 1.03, -0.53], [-1.43, -0.03, 0.02], [1.08, -0.13, -1.00], [-1.35, -1.01, -0.44], [0.49, 0.32, 1.66], [-1.69, -0.64, 0.59], [1.25, -0.94, 0.52], [-0.46, 0.92, 1.12], [0.97, 1.12, -1.19], [0.33, -0.46, -0.01], [-0.09, -0.92, 0.41], [0.36, 0.14, 0.51], [-0.31, -0.08, -0.55], [-0.34, 0.40, -0.61], [0.29, -0.45, 0.53], [0.01, 0.91, -0.07], [-0.08, 0.10, -0.10], [0.05, 0.20, 0.04], [-0.16, 0.02, -0.01], [-0.06, 0.15, 0.04], [-0.08, 0.17, -0.12], [0.02, -0.17, -0.08], [0.57, -0.07, 0.22], [0.72, 0.68, 0.23], [0.27, -0.06, -0.60], [-0.24, -0.05, 0.44], [-0.78, -0.28, 0.50], [0.73, 0.22, -0.34], [-0.65, -0.40, -0.44], [-0.14, -0.04, 0.04], [-0.13, -0.09, -0.17], [-0.10, 0.09, -0.02], [-0.10, 0.01, -0.10], [-0.21, -0.10, 0.01], [0.11, 0.02, 0.16], [-0.18, 0.14, 0.51], [0.04, 0.92, 0.23], [0.51, -0.17, 0.32], [-0.43, 0.07, -0.22], [-0.57, -0.57, -0.76], [0.41, 0.46, 0.64], [0.23, -0.66, -0.26], [-0.07, -0.05, -0.10], [0.12, -0.17, -0.04], [0.07, 0.05, -0.17], [0.10, -0.09, -0.10], [-0.05, -0.14, -0.15], [-0.14, 0.13, 0.08], [-0.18, -0.53, 0.05], [-0.87, -0.46, -0.15], [-0.26, -0.09, 0.63], [0.48, -0.02, -0.70], [0.31, 0.26, -0.24], [-0.31, -0.31, 0.20], [0.71, 0.65, 0.20], [0.13, 0.08, -0.05], [0.10, 0.12, 0.14], [-0.03, 0.11, -0.11], [0.05, 0.15, 0.04], [0.15, 0.19, -0.20], [-0.04, -0.17, -0.03], [0.35, -0.46, -0.10], [0.03, -1.02, 0.52], [0.41, 0.11, 0.48], [-0.38, -0.02, -0.57], [-0.40, 0.28, -0.35], [0.27, -0.39, 0.56], [-0.03, 1.01, -0.21], [-0.11, 0.10, -0.10], [0.06, 0.17, 0.10], [-0.13, 0.03, -0.01], [-0.05, 0.18, 0.03], [-0.07, 0.17, -0.13], [-0.01, -0.19, -0.09], [0.38, -0.52, 0.04], [-0.12, -0.97, 0.39], [0.29, 0.16, 0.61], [-0.28, -0.06, -0.58], [-0.39, 0.42, -0.68], [0.38, -0.46, 0.58], [0.02, 0.93, -0.09], [-0.10, 0.11, -0.10], [0.05, 0.22, 0.03], [-0.15, 0.01, 0.01], [-0.05, 0.14, 0.02], [-0.09, 0.16, -0.10], [0.06, -0.21, -0.05], [-0.06, 0.56, 0.07], [0.32, 0.60, 0.69], [-0.56, -0.03, 0.29], [0.48, 0.04, -0.32], [0.31, -0.55, -0.77], [-0.29, 0.49, 0.63], [-0.36, -0.59, -0.31], [0.06, -0.10, -0.10], [-0.15, -0.15, -0.03], [0.12, -0.10, 0.03], [-0.03, -0.16, 0.00], [0.04, -0.16, -0.15], [0.10, 0.17, -0.01]], "lowdin_charge": [-0.110, -0.232, -0.163, -0.190, -0.132, -0.254, -0.132, -0.114, -0.232, -0.546, 0.451, -0.307, 0.097, 0.006, -0.668, 0.767, -0.108, -0.182, -0.084, -0.414, 0.009, 0.057, 0.084, 0.060, 0.069, 0.105, 0.092, 0.117, 0.100, 0.135, 0.099, 0.158, 0.138, 0.114, 0.123, 0.104, 0.113, 0.063, 0.092, 0.103, -0.108, 0.127, 0.094, 0.128, 0.137, 0.089, 0.082, 0.108, -0.011, -0.329, -0.108, 0.070, -0.532, 0.146, 0.064, 0.084, 0.095, 0.082, 0.159, 0.144, 0.143, -0.005, -0.326, -0.106, 0.052, -0.538, 0.155, 0.084, 0.086, 0.093, 0.064, 0.154, 0.125, 0.143, -0.015, -0.328, -0.112, 0.065, -0.538, 0.163, 0.079, 0.090, 0.091, 0.066, 0.159, 0.143, 0.141, -0.006, -0.322, -0.100, 0.073, -0.554, 0.134, 0.080, 0.087, 0.092, 0.082, 0.154, 0.114, 0.149, -0.005, -0.320, -0.103, 0.073, -0.544, 0.140, 0.086, 0.081, 0.076, 0.085, 0.146, 0.145, 0.133, -0.003, -0.329, -0.109, 0.061, -0.540, 0.151, 0.081, 0.067, 0.093, 0.074, 0.157, 0.142, 0.135, -0.012, -0.328, -0.109, 0.071, -0.532, 0.159, 0.061, 0.084, 0.087, 0.083, 0.160, 0.144, 0.142], "e_lumo_ha": 0.0062, "gap_ev": 9.626, "energy_ha": -4473.35564, "smiles": "CCCCO[C@@H]1[C@@H](CCCCl)C(=O)N[C@]1(S)CCOC(C)=O.C[C@@H]1COC(=O)O1.C[C@@H]1COC(=O)O1.C[C@@H]1COC(=O)O1.C[C@@H]1COC(=O)O1.C[C@@H]1COC(=O)O1.C[C@@H]1COC(=O)O1.C[C@@H]1COC(=O)O1"}